Below is a 14-piece molecular cluster, C55H94F4NO20S4 overall, with properties calculated with ωB97M-V with the def2-TZVPD basis set.

Properties
Strongest force on any atom ... 6.3 eV/Å
Total charge ... +1
HOMO level ... -10.16 eV

Geometry (Å):
C 0.110 -15.557 42.667
C -0.911 -16.582 42.086
N -0.879 -18.040 42.619
C -1.398 -18.095 44.062
C -1.818 -18.935 41.756
C -3.304 -18.512 41.761
C 0.625 -18.556 42.778
C 1.378 -18.786 41.448
O 1.627 -17.594 40.732
C 2.188 -17.837 39.490
H 0.382 -15.471 43.718
H -0.327 -14.588 42.424
H 1.028 -15.592 42.080
H -0.882 -16.727 41.006
H -1.909 -16.271 42.395
H -1.690 -19.093 44.389
H -2.173 -17.356 44.265
H -0.557 -17.783 44.683
H -1.637 -19.969 42.050
H -1.356 -19.034 40.774
H -3.609 -17.826 42.551
H -3.978 -19.348 41.576
H -3.423 -17.813 40.933
H 0.537 -19.528 43.263
H 1.127 -17.812 43.395
H 0.827 -19.460 40.793
H 2.358 -19.218 41.653
H 1.708 -18.556 38.826
H 3.202 -18.217 39.619
H 2.342 -16.901 38.953
F -2.833 -20.863 33.150
C -3.943 -21.099 33.950
C -5.161 -20.664 33.463
C -6.307 -21.170 34.029
C -6.192 -21.913 35.178
C -4.938 -22.345 35.723
C -3.810 -21.901 35.084
H -5.242 -20.067 32.567
H -7.281 -20.892 33.654
H -7.119 -22.230 35.632
H -5.001 -23.054 36.535
H -2.809 -22.185 35.374
F -11.520 -11.487 35.312
C -11.271 -12.764 35.707
C -10.349 -12.979 36.672
C -10.062 -14.262 37.002
C -10.511 -15.339 36.261
C -11.439 -15.166 35.240
C -11.797 -13.830 34.964
H -9.856 -12.228 37.271
H -9.458 -14.512 37.862
H -10.240 -16.361 36.482
H -11.870 -16.010 34.722
H -12.561 -13.602 34.235
F 4.500 -15.261 32.029
C 5.778 -15.143 31.544
C 6.408 -16.323 31.222
C 7.664 -16.196 30.653
C 8.238 -14.902 30.418
C 7.563 -13.722 30.810
C 6.309 -13.884 31.407
H 5.931 -17.288 31.301
H 8.199 -17.072 30.317
H 9.264 -14.896 30.080
H 8.074 -12.793 30.604
H 5.653 -13.096 31.747
F 3.437 -7.156 38.914
C 4.118 -6.515 39.932
C 4.152 -5.128 40.026
C 4.768 -4.603 41.153
C 5.452 -5.411 42.001
C 5.548 -6.791 41.899
C 4.739 -7.347 40.890
H 3.776 -4.420 39.303
H 4.836 -3.579 41.488
H 5.885 -4.916 42.858
H 6.097 -7.381 42.617
H 4.623 -8.420 40.841
C 9.961 -17.961 42.824
S 8.696 -16.607 42.874
O 7.920 -16.902 44.126
C 9.886 -15.209 43.183
H 10.462 -18.081 43.785
H 10.738 -17.858 42.067
H 9.443 -18.899 42.621
H 10.629 -15.192 42.385
H 10.423 -15.333 44.124
H 9.339 -14.271 43.095
C -1.988 -12.687 35.027
S -3.198 -14.053 35.279
O -3.844 -13.983 36.665
C -4.568 -13.683 34.028
H -1.668 -12.589 33.989
H -1.101 -12.814 35.647
H -2.459 -11.727 35.240
H -5.394 -14.390 34.101
H -4.189 -13.847 33.019
H -4.968 -12.670 34.079
C -3.136 -16.176 51.074
S -2.433 -14.493 50.934
O -2.117 -14.311 49.461
C -4.112 -13.702 51.177
H -3.305 -16.595 52.066
H -2.659 -16.949 50.473
H -4.145 -16.062 50.679
H -4.637 -13.762 50.223
H -4.011 -12.660 51.482
H -4.740 -14.299 51.838
C 2.739 -22.429 50.350
S 2.534 -22.971 48.618
O 1.294 -22.287 48.081
C 4.002 -22.137 47.836
H 2.888 -21.349 50.326
H 3.632 -22.826 50.832
H 1.879 -22.646 50.984
H 3.710 -21.163 47.445
H 4.401 -22.620 46.944
H 4.754 -22.020 48.617
C -4.949 -10.546 44.623
O -6.060 -10.998 43.809
C -6.766 -12.067 44.146
O -6.439 -12.849 45.035
O -7.897 -12.223 43.406
C -8.763 -13.305 43.698
H -5.260 -10.336 45.647
H -4.610 -9.666 44.077
H -4.149 -11.286 44.655
H -8.329 -14.231 44.076
H -9.355 -13.704 42.875
H -9.490 -12.974 44.439
C 15.950 -14.706 38.699
O 14.573 -14.900 38.429
C 14.126 -15.255 37.231
O 14.789 -15.540 36.218
O 12.847 -15.362 37.317
C 12.104 -15.602 36.220
H 16.187 -14.551 39.752
H 16.442 -14.098 37.940
H 16.426 -15.669 38.514
H 12.125 -14.684 35.632
H 11.116 -15.955 36.514
H 12.526 -16.396 35.604
C -10.776 -24.696 42.942
O -11.156 -25.128 41.724
C -10.211 -25.308 40.811
O -8.974 -25.155 40.897
O -10.873 -25.658 39.651
C -10.197 -26.059 38.515
H -10.227 -25.475 43.471
H -11.567 -24.539 43.676
H -10.188 -23.779 42.892
H -10.742 -25.659 37.660
H -10.313 -27.140 38.591
H -9.172 -25.690 38.493
C 5.498 -23.784 37.290
O 6.675 -23.098 37.590
C 7.790 -23.484 37.031
O 8.052 -24.657 36.601
O 8.646 -22.537 37.104
C 9.989 -22.723 36.689
H 4.670 -23.079 37.235
H 5.294 -24.504 38.083
H 5.383 -24.324 36.351
H 10.044 -23.421 35.854
H 10.568 -23.079 37.542
H 10.378 -21.753 36.381
C -6.651 -22.458 47.911
O -7.522 -21.679 48.753
C -8.152 -20.556 48.321
O -8.230 -20.175 47.128
O -8.664 -19.918 49.335
C -9.124 -18.591 49.201
H -6.553 -23.495 48.235
H -5.737 -21.866 47.932
H -7.009 -22.437 46.882
H -9.653 -18.222 50.080
H -9.868 -18.675 48.410
H -8.398 -17.887 48.794